ORCA calculation (the ωB97M-V functional and the def2-TZVPD basis) on a 2-piece molecular cluster, C4H7NO overall.

Values from the calculation:
* LUMO (spin up / spin down): -0.03 / -0.03 eV
* total charge: 0
* F_max: 0.62 eV/Å
* energy above the lowest of the compared OMol25 structures with the same formula, charge and spin: 511.6 kJ/mol
* gap between HOMO and LUMO (spin up / spin down): 7.306 / 7.303 eV
* E_tot: -286.4368 a.u.

```
13
Properties=species:S:1:pos:R:3:forces:R:3:lowdin_charge:R:1
C 0.922133 1.338272 -0.841147 0.0 0.0 0.0 -0.028
C 0.267036 0.170571 -0.215323 0.0 -0.3 -0.4 -0.236
N -0.522573 -0.762528 -0.677516 0.1 0.4 -0.1 0.049
C -0.649062 -1.577685 0.488356 0.2 -0.3 0.1 -0.125
C 0.427774 -0.801599 1.066279 0.3 -0.2 0.5 -0.427
O 1.214593 -0.785386 1.971298 -0.4 0.0 -0.3 0.102
H 0.328168 1.771015 -1.652405 0.1 -0.1 0.1 0.082
H 1.895963 1.029409 -1.244141 -0.1 0.1 0.0 0.088
H 1.112747 2.114290 -0.093363 -0.1 -0.2 -0.1 0.087
H -1.388081 0.801522 0.999906 -0.3 0.2 0.2 0.082
H -1.048474 -0.793557 -1.542307 0.1 0.1 0.0 0.171
H -0.926690 -2.619019 0.492723 0.1 0.1 -0.1 0.078
H -1.633533 0.114695 1.247639 0.0 0.3 0.1 0.075
```
Positions in Å, forces in eV/Å.

***

ORCA calculation (the ωB97M-V functional and the def2-TZVPD basis) on an isolated molecule of C19H20FNO.

Values from the calculation:
* LUMO: 0.73 eV
* total charge: 0
* F_max: 0.57 eV/Å
* gap between HOMO and LUMO: 9.407 eV
* E_tot: -965.8683 a.u.

```
42
Properties=species:S:1:pos:R:3:forces:R:3:lowdin_charge:R:1
O -1.178814 -1.775459 0.620291 -0.2 -0.3 0.2 0.059
C -0.375112 -1.188177 -0.341840 0.1 0.3 -0.5 -0.429
N 0.422689 -0.034068 0.102976 -0.2 0.1 0.1 -0.053
C 1.292015 -0.220444 1.253174 -0.1 -0.2 0.1 -0.150
H 1.845410 -1.169585 1.190704 0.1 0.0 0.0 0.127
C 0.547506 -0.193280 2.592853 0.1 -0.1 -0.2 -0.123
C -0.010506 1.146655 2.983387 0.0 0.1 0.1 -0.212
C 0.041666 1.544936 4.314128 -0.1 0.2 0.1 0.028
C -0.492649 2.764300 4.682320 0.0 0.0 -0.1 -0.275
C -1.078765 3.618354 3.768047 0.0 0.0 0.2 -0.023
C -1.124327 3.218603 2.443567 0.0 0.0 0.1 -0.075
C -0.602292 1.997237 2.055592 -0.1 0.1 -0.2 -0.042
H -0.635403 1.694500 1.020807 0.0 0.0 0.0 0.095
H -1.574150 3.868368 1.707634 0.0 0.1 -0.1 0.103
H -1.482157 4.564170 4.092758 0.0 0.1 0.1 0.113
F -0.435914 3.133329 5.982854 0.0 0.0 -0.1 0.049
H 0.491574 0.916384 5.067634 0.1 -0.1 0.1 0.122
H 1.246197 -0.522422 3.365136 0.0 0.0 0.0 0.116
H -0.261402 -0.926205 2.556333 0.1 0.0 0.1 0.111
H 2.018236 0.597940 1.234210 0.0 -0.1 0.0 0.133
C 1.121234 0.168771 -1.158032 0.1 0.2 -0.1 -0.184
H 1.841822 0.983108 -1.116344 0.0 0.0 0.0 0.157
C -0.027837 0.347728 -2.160083 0.2 0.2 -0.1 -0.133
H -0.367893 1.376982 -2.254921 0.0 0.0 0.0 0.150
C 0.362684 -0.318180 -3.483777 0.0 0.2 -0.2 -0.198
H 0.863495 0.334327 -4.195522 0.0 0.0 0.0 0.145
C -0.940471 -0.966625 -3.947904 0.0 0.0 -0.1 -0.086
H -1.718026 -0.240194 -4.178001 -0.1 0.0 -0.1 0.120
H -0.801504 -1.633781 -4.797254 0.0 0.0 -0.1 0.121
C -1.191938 -1.716075 -2.640949 -0.3 -0.1 0.0 -0.190
H -2.091441 -2.324717 -2.588264 0.0 0.0 0.0 0.148
C -1.095116 -0.613968 -1.581826 -0.1 -0.2 0.2 -0.103
H -2.043475 -0.134965 -1.339737 0.0 0.0 0.1 0.156
C 0.122259 -2.471327 -2.416585 -0.2 -0.4 0.0 -0.132
H 0.128609 -3.506319 -2.746180 0.0 0.0 -0.1 0.146
C 0.623564 -2.168417 -0.996044 -0.2 -0.2 0.5 -0.087
H 0.920001 -2.993097 -0.356165 0.1 0.0 0.1 0.152
C 1.682798 -1.210416 -1.569924 0.4 0.1 0.1 -0.116
H 2.729927 -1.378968 -1.335065 0.0 0.0 0.0 0.144
C 1.188275 -1.512358 -2.993623 0.3 0.1 -0.4 -0.141
H 1.903995 -1.911225 -3.707282 0.0 0.0 -0.1 0.144
H -1.864765 -1.145423 0.870916 0.0 0.0 0.0 0.113
```
Positions in Å, forces in eV/Å.

***

ORCA calculation (the ωB97M-V functional and the def2-TZVPD basis) on C50H49BrGaN3O3P2 as an isolated structure.

Values from the calculation:
* LUMO: -4.50 eV
* total charge: +2
* F_max: 0.47 eV/Å
* energy above the lowest of the compared OMol25 structures with the same formula, charge and spin: 0.0 kJ/mol
* gap between HOMO and LUMO: 8.580 eV
* E_tot: -7505.9123 a.u.

```
109
Properties=species:S:1:pos:R:3:forces:R:3:lowdin_charge:R:1
Ga -0.385605 0.349763 -0.188728 -0.2 0.2 0.2 0.389
N 0.646069 -0.031099 1.523128 0.0 -0.1 0.1 0.041
C 1.406566 1.178462 1.927669 0.1 0.0 0.0 -0.173
C 0.465637 2.372951 1.953699 0.0 0.0 0.0 -0.131
N -0.371154 2.359706 0.732050 0.1 0.0 0.0 -0.061
C -0.119550 3.391373 -0.281760 0.0 0.0 0.0 -0.153
C -0.899821 2.976229 -1.519331 0.0 0.0 0.0 -0.155
N -0.459840 1.606972 -1.869546 0.0 0.0 0.0 0.027
H 1.244752 -0.854489 1.494220 -0.1 0.0 0.0 0.087
H -0.115085 -0.181494 2.205879 0.1 0.0 0.0 0.093
H 1.869808 1.037113 2.904310 0.0 0.0 0.0 0.143
H 2.194420 1.348846 1.197113 0.1 0.0 0.1 0.071
H -0.194706 2.305743 2.815936 0.0 0.0 0.0 0.126
H 1.037075 3.298332 2.027220 0.0 0.0 0.0 0.139
H -1.343406 2.426936 1.017837 0.0 0.0 0.0 0.128
H -0.422447 4.384418 0.054253 0.0 0.0 0.0 0.144
H 0.952784 3.417793 -0.495773 -0.2 0.0 0.1 0.099
H -1.968452 2.942794 -1.299341 0.0 0.0 0.0 0.132
H -0.741789 3.667786 -2.345903 0.0 0.0 0.0 0.137
H -0.989302 1.192527 -2.631320 -0.1 0.1 0.0 0.097
H 0.503991 1.636226 -2.200946 -0.1 -0.1 -0.1 0.058
C 1.155874 -1.909931 -7.233932 0.0 0.0 0.0 -0.032
C 0.709388 -1.208063 -5.954638 0.0 0.0 0.0 -0.415
C -0.282579 -0.084056 -6.317997 0.0 0.0 0.0 0.006
C 1.880826 -0.598673 -5.195423 0.0 0.0 -0.1 -0.081
C 3.115498 -0.288520 -5.748764 0.0 0.0 0.0 0.021
C 4.139478 0.246494 -4.972611 0.0 0.0 0.0 -0.032
C 3.952819 0.444394 -3.616783 0.0 0.1 0.0 -0.055
C 2.723764 0.139355 -3.028388 0.2 0.1 0.1 -0.297
P 2.492362 0.160909 -1.223185 0.0 0.1 0.1 1.126
C 3.306516 -1.386776 -0.693399 0.0 -0.1 -0.1 -0.338
C 3.654926 -2.354765 -1.636130 0.0 0.0 0.0 -0.069
C 4.222093 -3.556890 -1.235651 0.0 0.0 0.0 -0.052
C 4.440734 -3.816096 0.108447 0.0 0.0 0.0 -0.064
C 4.079776 -2.870659 1.057630 0.0 0.1 0.0 -0.063
C 3.511725 -1.669092 0.660941 0.0 0.0 -0.1 -0.123
C 3.603695 1.543612 -0.766372 0.0 -0.1 0.0 -0.392
C 4.743359 1.422453 0.021664 0.0 0.0 -0.1 -0.075
C 5.492833 2.547439 0.349979 0.0 0.0 0.0 -0.049
C 5.115257 3.800210 -0.104513 0.0 0.0 0.0 -0.054
C 3.988173 3.929409 -0.907810 0.0 0.0 0.0 -0.059
C 3.240068 2.810582 -1.232330 0.1 0.0 0.0 -0.132
C 1.713806 -0.338618 -3.841820 0.0 0.0 -0.1 -0.219
O 0.503282 -0.607209 -3.230937 0.0 0.1 0.0 -0.060
C -0.108858 -1.762349 -3.660935 -0.1 -0.1 0.0 -0.202
C -0.847496 -2.462511 -2.726319 -0.1 -0.1 0.1 -0.254
C -1.447894 -3.661342 -3.117673 0.0 0.0 -0.1 -0.052
C -1.283309 -4.124407 -4.409197 0.0 0.0 0.0 -0.032
C -0.570923 -3.368785 -5.337148 0.0 0.0 0.0 0.022
C 0.015388 -2.161480 -4.985988 0.0 0.0 -0.1 -0.079
P -1.272426 -1.748091 -1.121622 0.1 -0.1 0.1 1.134
C -0.780090 -2.926767 0.158462 0.1 -0.1 -0.1 -0.347
C 0.319648 -3.750744 -0.087470 0.0 0.0 0.0 -0.078
C 0.808292 -4.571658 0.917842 0.0 0.0 0.0 -0.060
C 0.214240 -4.568062 2.172118 0.0 0.0 0.0 -0.048
C -0.873868 -3.742928 2.423781 0.0 0.0 0.0 -0.050
C -1.371119 -2.921480 1.423851 0.1 0.0 0.0 -0.099
C -3.077858 -1.660090 -1.233351 0.0 -0.1 0.0 -0.345
C -3.623468 -0.672737 -2.052005 0.0 0.0 0.0 -0.095
C -4.991521 -0.595502 -2.241467 0.0 0.0 0.0 -0.062
C -5.828155 -1.506596 -1.607573 0.0 0.0 0.0 -0.059
C -5.290152 -2.495859 -0.801041 0.0 0.0 0.0 -0.044
C -3.915263 -2.581417 -0.616800 0.0 0.0 0.0 -0.065
H 1.622656 -1.201565 -7.916753 0.0 0.0 0.0 0.090
H 0.297997 -2.320799 -7.764367 0.0 0.0 0.0 0.090
H 1.861183 -2.716367 -7.029655 0.0 0.0 0.0 0.108
H 0.196179 0.640305 -6.977907 0.0 0.0 0.0 0.101
H -0.629491 0.442956 -5.426584 0.0 0.0 0.0 0.081
H -1.151901 -0.499350 -6.828795 0.0 0.0 0.0 0.101
H 3.295803 -0.472071 -6.798515 0.0 0.0 0.0 0.120
H 5.092782 0.478479 -5.426948 0.0 0.0 0.0 0.120
H 4.765315 0.815054 -3.004612 0.0 0.0 0.0 0.120
H 3.511458 -2.166487 -2.691937 0.0 0.0 0.0 0.105
H 4.503381 -4.288153 -1.981858 0.0 0.0 0.0 0.117
H 4.895102 -4.747907 0.416945 0.0 0.0 0.0 0.117
H 4.254704 -3.060011 2.108590 0.0 0.0 0.0 0.117
H 3.265561 -0.940353 1.422464 0.0 0.1 0.1 0.092
H 5.078990 0.453936 0.362179 0.0 -0.1 0.0 0.103
H 6.383487 2.435331 0.953798 0.0 0.0 0.0 0.117
H 5.702550 4.671624 0.150947 0.0 0.0 0.0 0.117
H 3.702259 4.899852 -1.291770 0.0 0.0 0.0 0.116
H 2.391153 2.925968 -1.902464 0.1 0.0 0.0 0.096
H -2.047178 -4.222564 -2.410846 0.0 0.0 0.0 0.122
H -1.734367 -5.059816 -4.709528 0.0 0.0 0.0 0.120
H -0.488391 -3.731088 -6.352194 0.0 0.0 0.0 0.120
H 0.782324 -3.768316 -1.067452 0.0 0.0 0.0 0.106
H 1.648584 -5.222939 0.716375 0.0 0.0 0.0 0.111
H 0.592339 -5.216329 2.951270 0.0 0.0 0.0 0.117
H -1.348765 -3.739621 3.395433 0.0 0.0 0.0 0.104
H -2.225384 -2.294600 1.636367 -0.1 0.1 0.0 0.084
H -2.979416 0.034296 -2.566025 0.0 0.0 0.0 0.099
H -5.407292 0.168178 -2.885473 0.0 0.0 0.0 0.115
H -6.898572 -1.448737 -1.752101 0.0 0.0 0.0 0.117
H -5.938366 -3.212736 -0.315133 0.0 0.0 0.0 0.119
H -3.511511 -3.370796 0.002409 0.0 0.0 0.0 0.108
Br -3.635424 -1.411693 4.378219 0.0 0.0 0.0 0.840
C -4.628060 -0.444103 3.090397 0.0 0.0 0.0 -0.589
C -6.009123 -0.473251 3.209774 0.0 0.0 0.0 -0.110
C -6.800307 0.174378 2.273830 0.0 0.0 0.0 -0.049
C -6.217835 0.828317 1.198067 0.0 0.0 0.0 -0.062
C -4.841033 0.833856 1.071449 0.0 0.0 0.0 -0.027
C -4.025326 0.222070 2.023231 0.0 -0.1 0.0 -0.164
C -2.545813 0.326566 1.851527 0.0 0.0 0.1 -0.563
O -1.769613 0.482062 2.786119 0.0 0.0 0.1 0.016
O -2.149982 0.256844 0.609149 -0.1 0.2 -0.4 -0.126
H -6.460098 -1.003031 4.036927 0.0 0.0 0.0 0.106
H -7.876052 0.159028 2.386647 0.0 0.0 0.0 0.118
H -6.834169 1.326510 0.462049 0.0 0.0 0.0 0.114
H -4.375023 1.317981 0.222945 0.0 0.0 0.0 0.111
```
Positions in Å, forces in eV/Å.